Computed, not measured: a molecular structure, C27H45BCaN7SeSi3 at a distorted geometry, with ωB97M-V/def2-TZVPD.

The LUMO energy comes out at 0.0287 Eh. For the HOMO-LUMO gap, the calculation gives 4.1 eV. As for the net charge: -1. For the energy above the lowest of the compared OMol25 structures with the same formula, charge and spin, the calculation gives 1.666 eV. The value obtained for the total energy is -147261.883 eV.

Element x y z (Å)
Ca  0.325  0.617  -0.473
B  1.519  2.633  2.389
N  2.184  1.211  2.264
C  3.191  0.754  3.009
C  3.656  -0.432  2.465
C  2.843  -0.626  1.355
N  1.956  0.366  1.233
N  -0.013  2.593  2.129
C  -1.003  3.002  2.928
C  -2.192  2.974  2.224
C  -1.827  2.524  0.956
N  -0.512  2.290  0.907
H  1.694  3.005  3.527
H  2.037  3.374  1.570
H  3.503  1.301  3.883
H  4.440  -1.069  2.834
H  2.835  -1.451  0.659
H  -0.787  3.291  3.943
H  -3.176  3.223  2.580
H  -2.425  2.346  0.076
C  5.597  2.288  -2.431
C  5.383  1.192  -3.262
C  4.199  0.478  -3.187
C  3.242  0.879  -2.272
C  3.442  1.960  -1.434
C  4.631  2.674  -1.515
N  1.969  0.189  -2.106
N  1.760  -0.742  -2.897
C  0.531  -1.497  -2.708
C  0.208  -2.343  -3.737
C  -0.952  -3.107  -3.607
C  -1.682  -3.007  -2.447
C  -1.249  -2.149  -1.434
N  -0.157  -1.406  -1.567
H  6.527  2.839  -2.497
H  6.144  0.891  -3.970
H  4.015  -0.377  -3.822
H  2.699  2.251  -0.699
H  4.793  3.517  -0.857
H  0.835  -2.381  -4.616
H  -1.256  -3.771  -4.406
H  -2.578  -3.589  -2.287
H  -1.730  -2.091  -0.459
C  -2.853  -0.566  3.964
Si  -2.721  -1.685  2.439
C  -3.743  -0.745  1.147
C  -3.769  -3.198  2.865
C  -1.064  -2.062  1.911
Si  -0.048  -3.499  2.140
C  -1.010  -5.099  2.419
C  1.090  -3.922  0.661
C  1.167  -3.439  3.596
H  -3.883  -0.336  4.258
H  -2.343  0.381  3.759
H  -2.346  -1.039  4.809
H  -4.757  -0.537  1.506
H  -3.834  -1.295  0.205
H  -3.278  0.215  0.916
H  -4.797  -2.887  3.074
H  -3.392  -3.717  3.749
H  -3.792  -3.917  2.043
H  -0.490  -1.149  1.675
H  -1.722  -5.279  1.609
H  -1.569  -5.084  3.356
H  -0.316  -5.945  2.455
H  0.573  -4.583  -0.044
H  2.008  -4.427  0.979
H  1.373  -3.027  0.106
H  0.598  -3.329  4.524
H  1.808  -2.558  3.504
H  1.808  -4.322  3.682
C  -0.692  3.384  -4.948
Si  -1.664  3.259  -3.346
C  -0.894  4.474  -2.143
C  -3.405  3.853  -3.709
Se  -1.696  1.180  -2.559
H  -0.869  4.341  -5.446
H  -0.984  2.580  -5.627
H  0.380  3.287  -4.759
H  -0.937  5.498  -2.525
H  0.153  4.222  -1.959
H  -1.409  4.444  -1.181
H  -3.399  4.803  -4.251
H  -3.965  3.987  -2.782
H  -3.936  3.113  -4.311

***

Computed, not measured: 13 unconnected molecules or ions with the total composition C42H88Br2F3N13O25P at a distorted geometry, with ωB97M-V/def2-TZVPD.

The LUMO energy comes out at -0.1558 Eh. For the HOMO-LUMO gap, the calculation gives 7.4 eV. As for the net charge: +1. The value obtained for the total energy is -273023.589 eV.

Element x y z (Å)
C  4.707  2.197  4.072
C  4.330  1.972  2.958
N  3.566  1.577  1.894
C  3.279  2.254  0.833
P  3.964  3.943  0.561
O  5.095  3.807  -0.385
C  2.363  1.486  -0.124
C  0.976  2.091  0.230
C  -0.242  1.544  -0.547
C  -1.138  2.684  -1.091
C  -2.086  3.250  0.005
C  -3.570  2.927  -0.253
C  -4.375  2.577  1.016
C  -5.602  1.671  0.711
C  -5.557  0.409  1.601
C  -4.463  -0.569  1.135
C  -4.888  -2.043  1.383
C  -5.839  -2.464  0.243
C  -5.098  -3.383  -0.741
C  2.894  1.580  -1.582
C  2.066  2.405  -2.586
C  1.512  1.569  -3.752
F  1.104  0.335  -3.360
Br  0.032  2.578  -4.515
C  2.597  1.339  -4.843
F  3.138  2.487  -5.236
F  3.538  0.528  -4.336
Br  1.857  0.415  -6.405
C  2.738  0.054  0.405
C  2.029  -1.192  -0.185
C  3.088  -2.094  -0.859
C  3.804  -3.000  0.164
C  5.169  -2.498  0.652
C  6.166  -2.034  -0.431
C  6.626  -0.569  -0.232
C  2.976  0.194  1.902
C  1.890  -0.013  2.976
C  0.477  -0.382  2.493
H  5.014  2.462  5.066
H  2.927  4.739  0.042
H  4.374  4.432  1.814
H  0.833  1.979  1.308
H  1.039  3.174  0.065
H  0.036  0.843  -1.332
H  -0.871  0.997  0.158
H  -0.545  3.516  -1.470
H  -1.769  2.238  -1.859
H  -1.825  2.890  1.005
H  -1.971  4.337  0.031
H  -3.666  2.092  -0.953
H  -4.083  3.776  -0.710
H  -4.756  3.497  1.467
H  -3.750  2.095  1.771
H  -5.597  1.414  -0.351
H  -6.536  2.195  0.923
H  -6.540  -0.064  1.603
H  -5.277  0.761  2.590
H  -3.523  -0.357  1.640
H  -4.283  -0.446  0.059
H  -4.014  -2.697  1.437
H  -5.378  -2.073  2.342
H  -6.150  -1.561  -0.289
H  -6.743  -2.946  0.619
H  -4.763  -4.272  -0.200
H  -5.721  -3.660  -1.590
H  -4.190  -2.870  -1.067
H  3.025  0.573  -1.972
H  3.898  2.007  -1.543
H  1.263  2.983  -2.144
H  2.729  3.131  -3.063
H  3.767  -0.038  0.034
H  1.290  -0.878  -0.921
H  1.578  -1.802  0.593
H  2.557  -2.745  -1.559
H  3.775  -1.501  -1.466
H  3.168  -3.086  1.053
H  3.888  -4.014  -0.228
H  5.640  -3.317  1.200
H  5.059  -1.682  1.370
H  7.055  -2.661  -0.356
H  5.792  -2.161  -1.447
H  6.259  -0.148  0.706
H  6.292  0.088  -1.040
H  7.710  -0.499  -0.190
H  3.785  -0.482  2.181
H  2.223  -0.779  3.674
H  1.819  0.907  3.566
H  0.340  -1.462  2.573
H  0.269  -0.127  1.459
H  -0.276  0.066  3.131
C  -5.262  -6.700  2.836
N  -5.000  -5.254  3.065
O  -3.831  -4.893  3.127
O  -5.958  -4.528  3.170
H  -4.312  -7.214  2.751
H  -5.829  -7.066  3.682
H  -5.834  -6.781  1.915
C  6.860  2.145  8.772
N  6.337  2.259  7.384
O  5.202  2.672  7.231
O  7.075  1.929  6.480
H  6.086  2.474  9.456
H  7.118  1.103  8.936
H  7.741  2.775  8.837
C  5.928  -1.217  4.745
N  5.226  -2.511  4.525
O  5.864  -3.443  4.097
O  4.035  -2.532  4.785
H  6.970  -1.327  4.463
H  5.428  -0.482  4.123
H  5.830  -0.962  5.796
C  10.627  0.300  1.784
N  9.369  -0.083  2.479
O  9.444  -0.850  3.415
O  8.337  0.401  2.057
H  11.453  -0.207  2.268
H  10.530  -0.005  0.746
H  10.725  1.379  1.860
C  -3.258  -2.618  4.639
N  -3.764  -1.292  4.184
O  -2.947  -0.423  3.925
O  -4.962  -1.157  4.100
H  -2.175  -2.573  4.664
H  -3.669  -2.794  5.630
H  -3.614  -3.392  3.928
C  0.052  5.070  -7.348
N  -0.712  6.289  -7.724
O  -0.099  7.227  -8.187
O  -1.910  6.263  -7.535
H  1.100  5.235  -7.570
H  -0.101  4.911  -6.285
H  -0.345  4.242  -7.928
C  -7.841  -5.494  7.082
N  -7.189  -6.316  6.030
O  -6.155  -5.909  5.536
O  -7.737  -7.353  5.720
H  -7.243  -4.605  7.244
H  -8.833  -5.240  6.726
H  -7.901  -6.100  7.980
C  -3.449  6.763  -4.661
N  -2.373  6.480  -3.672
O  -1.220  6.530  -4.055
O  -2.715  6.214  -2.539
H  -2.987  6.979  -5.616
H  -4.076  5.878  -4.719
H  -4.014  7.614  -4.294
C  -0.518  -2.260  -7.356
N  -1.683  -3.138  -7.651
O  -1.526  -4.338  -7.547
O  -2.712  -2.592  -7.982
H  0.325  -2.882  -7.076
H  -0.303  -1.696  -8.259
H  -0.802  -1.599  -6.542
C  1.554  -5.319  -9.827
N  1.878  -4.244  -8.850
O  2.015  -3.114  -9.277
O  1.977  -4.569  -7.686
H  1.496  -4.876  -10.814
H  2.347  -6.058  -9.770
H  0.602  -5.747  -9.527
C  1.640  9.673  -8.505
N  2.168  10.959  -7.972
O  3.341  11.211  -8.154
O  1.381  11.670  -7.383
H  2.450  9.150  -8.999
H  1.259  9.105  -7.665
H  0.842  9.911  -9.201
C  -12.146  -6.910  6.987
N  -11.314  -6.701  8.203
O  -11.380  -7.524  9.085
O  -10.613  -5.705  8.225
H  -12.707  -7.828  7.112
H  -12.804  -6.052  6.893
H  -11.469  -6.973  6.139

***

Computed, not measured: a molecular structure, C33H27N7O2S3Sm, with ωB97M-V/def2-TZVPD.

The LUMO energy (alpha / beta) comes out at -0.1275 / -0.1273 Eh. For the HOMO-LUMO gap (alpha / beta), the calculation gives 6.1 / 6.1 eV. The multiplicity is 6. As for the net charge: +1. For the energy above the lowest of the compared OMol25 structures with the same formula, charge and spin, the calculation gives 0.000 eV. The expectation value of S² is 8.77. The value obtained for the total energy is -99593.343 eV.

Element x y z (Å)
Sm  0.451  0.818  0.515
C  -0.682  1.852  -4.092
O  0.590  1.116  -4.125
C  0.890  0.858  -2.867
N  0.065  1.195  -1.953
C  -1.108  1.803  -2.607
C  -2.352  1.009  -2.285
C  -2.320  -0.379  -2.205
C  -3.468  -1.094  -1.890
C  -4.658  -0.422  -1.649
C  -4.696  0.964  -1.727
C  -3.550  1.676  -2.042
C  2.187  0.228  -2.536
C  3.292  0.238  -3.373
C  4.496  -0.225  -2.863
C  4.566  -0.651  -1.541
C  3.401  -0.625  -0.795
N  2.234  -0.218  -1.287
C  3.323  -0.910  0.657
N  2.205  -0.920  1.278
C  2.496  -1.134  2.713
C  4.038  -1.136  2.754
O  4.437  -1.100  1.343
C  1.785  -0.057  3.503
C  0.774  -0.381  4.399
C  0.062  0.626  5.039
C  0.334  1.956  4.762
C  1.341  2.289  3.864
C  2.080  1.283  3.254
H  -1.363  1.337  -4.763
H  -0.470  2.860  -4.440
H  -1.233  2.811  -2.215
H  -1.392  -0.906  -2.402
H  -3.437  -2.177  -1.855
H  -5.558  -0.976  -1.414
H  -5.621  1.492  -1.538
H  -3.575  2.758  -2.078
H  3.208  0.636  -4.374
H  5.384  -0.220  -3.479
H  5.496  -0.966  -1.091
H  2.099  -2.108  3.009
H  4.465  -2.038  3.183
H  4.463  -0.254  3.229
H  0.542  -1.421  4.596
H  -0.720  0.369  5.742
H  -0.236  2.740  5.242
H  1.552  3.323  3.629
H  2.895  1.556  2.594
S  2.578  2.525  0.085
C  1.558  3.626  -0.826
C  2.028  3.961  -2.144
N  2.376  4.086  -3.235
C  0.317  4.016  -0.442
S  -0.553  3.353  0.924
C  -0.432  4.919  -1.277
N  -1.079  5.618  -1.922
C  -4.186  -4.091  1.541
C  -2.999  -3.245  1.226
C  -1.937  -3.646  0.470
C  -0.916  -2.708  0.205
N  -0.947  -1.481  0.692
C  -1.997  -1.070  1.457
S  -2.075  0.485  2.046
N  -2.993  -1.976  1.699
C  0.218  -3.084  -0.688
H  -3.919  -5.144  1.509
H  -4.965  -3.911  0.797
H  -4.594  -3.859  2.524
H  -1.889  -4.648  0.073
H  -3.772  -1.641  2.251
H  -0.144  -3.112  -1.719
H  0.584  -4.083  -0.452
H  1.028  -2.363  -0.617

***

Computed, not measured: 14 unconnected molecules or ions with the total composition C5H38NO14 at a distorted geometry, with ωB97M-V/def2-TZVPD.

The LUMO energy comes out at -0.0968 Eh. For the HOMO-LUMO gap, the calculation gives 9.9 eV. As for the net charge: +1. For the energy above the lowest of the compared OMol25 structures with the same formula, charge and spin, the calculation gives 6.128 eV. The value obtained for the total energy is -35948.954 eV.

Element x y z (Å)
O  -1.076  -0.910  -0.744
C  -1.999  -0.058  -1.373
C  -1.597  1.385  -1.155
N  -1.432  1.754  0.316
C  -2.673  2.162  0.941
C  -3.632  2.612  -0.271
C  -2.791  2.359  -1.551
H  -0.151  -0.977  -1.277
H  -2.033  -0.163  -2.546
H  -3.023  -0.297  -1.132
H  -0.562  1.568  -1.558
H  -1.092  0.895  0.759
H  -0.754  2.564  0.340
H  -2.720  3.112  1.601
H  -3.198  1.323  1.575
H  -3.821  3.705  -0.205
H  -4.473  2.022  -0.298
H  -3.278  2.182  -2.457
H  -2.337  3.358  -1.971
H  3.475  3.728  -1.696
H  3.988  2.527  -2.392
O  3.154  3.002  -2.023
H  0.931  -0.407  2.765
H  1.760  -1.571  2.997
O  1.869  -0.648  3.042
H  3.864  1.091  1.983
H  3.001  -0.071  1.880
O  3.780  0.280  1.475
H  2.241  -2.518  -0.369
H  0.679  -2.797  -0.568
O  1.346  -2.454  0.109
H  -1.833  -2.778  3.730
H  -0.676  -3.348  2.855
O  -1.474  -2.729  2.909
H  1.120  5.095  1.172
H  1.261  4.161  0.066
O  0.765  4.873  0.265
H  -1.053  -1.017  2.099
H  -0.962  0.400  3.001
O  -0.591  -0.157  2.273
H  -2.923  -3.674  -1.721
H  -2.336  -2.753  -0.683
O  -3.156  -3.312  -0.895
H  1.440  2.058  -3.068
H  1.245  0.606  -3.144
O  1.002  1.351  -2.566
H  2.414  -3.653  2.465
H  1.270  -3.084  1.595
O  1.523  -3.328  2.564
H  1.218  0.129  0.261
H  1.324  1.563  -0.378
O  0.975  1.085  0.328
H  4.136  -3.337  -0.198
H  4.555  -2.601  -1.283
O  3.723  -3.098  -1.112
H  0.703  -3.872  -2.310
H  -0.973  -3.896  -2.288
O  -0.146  -3.443  -2.135